1.
The following is a quantum chemistry calculation of a 12-piece molecular cluster, C62H101N10O12 overall, from OMol25.

Last column: Mulliken spin population.
Element x y z (Å)
C1 -1.4022 1.3542 1.7253  -0.0697
C2 -1.3683 -0.2184 1.5856  0.0019
N1 -0.1358 -0.8733 2.2970  0.0009
C3 -0.1838 -0.4536 3.8531  0.0003
C4 -0.2765 -2.3868 2.3489  0.0000
C5 -0.7338 -3.0886 1.0423  -0.0002
C6 1.2458 -0.4373 1.7449  0.0002
C7 1.7799 -1.0158 0.4127  -0.0002
O1 0.9261 -0.5241 -0.6082  0.0000
C8 1.4233 -0.6744 -1.9059  0.0000
H1 -1.2784 1.7928 2.7154  -0.0043
H2 -2.3692 1.7829 1.4620  0.0600
H3 -0.5612 1.6552 1.1006  0.0010
H4 -1.3288 -0.5894 0.5614  -0.0008
H5 -2.2247 -0.7615 1.9852  0.0038
H6 -1.2162 -0.6387 4.1496  0.0004
H7 0.0349 0.5986 4.0353  -0.0005
H8 0.4146 -1.1483 4.4425  0.0000
H9 -1.0773 -2.5245 3.0754  0.0000
H10 0.6478 -2.8017 2.7511  0.0002
H11 -0.7785 -4.1776 1.0249  0.0000
H12 -0.1943 -2.8751 0.1196  0.0000
H13 -1.7789 -2.9493 0.7656  0.0001
H14 1.9888 -0.7691 2.4701  0.0001
H15 1.1846 0.6491 1.8093  -0.0006
H16 1.9060 -2.0952 0.3289  0.0000
H17 2.8032 -0.6900 0.2257  0.0000
H18 0.9693 0.0569 -2.5746  0.0000
H19 1.3187 -1.7236 -2.1822  0.0000
H20 2.4916 -0.4578 -1.9098  0.0000
C9 -2.9008 4.9530 0.7006  0.0100
C10 -4.2455 4.6334 1.4648  0.0344
N2 -4.7380 3.1852 1.4410  0.6792
C11 -4.7824 2.7373 0.0948  0.0534
C12 -5.2121 1.2252 -0.1297  0.0156
C13 -5.9366 2.9615 2.1945  -0.0126
C14 -5.6404 3.0248 3.6381  0.0783
H21 -2.0276 4.4163 1.0716  0.0037
H22 -2.6020 5.9948 0.8163  -0.0022
H23 -2.9363 4.8065 -0.3789  -0.0006
H24 -4.2237 4.9276 2.5141  0.0006
H25 -5.0218 5.1713 0.9205  0.0254
H26 -5.4100 3.2695 -0.6200  0.0663
H27 -3.8528 2.8070 -0.4702  0.0092
H28 -4.7846 0.5487 0.6105  0.0066
H29 -6.2765 1.0027 -0.0548  0.0021
H30 -4.8775 0.8461 -1.0953  -0.0031
H31 -6.3768 2.0053 1.9116  0.0056
H32 -6.6142 3.8023 2.0460  0.0504
H33 -6.5676 2.7617 4.1473  -0.0050
H34 -5.0012 3.8033 4.0546  0.0034
H35 -4.9555 2.1948 3.8113  -0.0187
C15 -5.5173 -2.8323 -4.0803  0.0000
C16 -5.4288 -3.3508 -2.6240  0.0000
N3 -4.5118 -2.5779 -1.7227  0.0000
C17 -3.1544 -2.8041 -2.2612  -0.0004
C18 -2.6075 -1.5340 -2.9256  0.0001
C19 -4.5926 -2.9885 -0.3641  -0.0007
C20 -5.9270 -2.7017 0.3370  0.0006
H36 -6.4657 -3.2526 -4.4150  0.0000
H37 -4.6543 -3.1543 -4.6631  0.0000
H38 -5.5949 -1.7452 -4.0986  0.0000
H39 -6.3944 -3.3255 -2.1190  0.0000
H40 -5.1048 -4.3813 -2.7700  0.0000
H41 -2.3802 -3.0615 -1.5384  0.0005
H42 -3.1073 -3.6992 -2.8814  0.0000
H43 -2.6662 -0.7125 -2.2116  -0.0002
H44 -1.6056 -1.7333 -3.3059  0.0000
H45 -3.2308 -1.3349 -3.7974  0.0000
H46 -3.8614 -2.4405 0.2302  0.0003
H47 -4.3265 -4.0359 -0.2223  0.0001
H48 -5.9611 -2.8119 1.4209  0.0000
H49 -6.7313 -3.2053 -0.1993  0.0000
H50 -6.1211 -1.6366 0.2108  -0.0001
O2 -3.7076 -2.8164 4.2540  0.0003
C21 -3.8476 -1.6073 4.6634  0.0017
N4 -3.5718 -1.2726 5.8853  0.0000
C22 -4.4421 -0.5927 3.6156  -0.0088
H51 -3.2802 -2.0739 6.4266  0.0000
H52 -3.7704 -0.3779 6.3098  0.0000
H53 -4.7870 -1.0709 2.6988  -0.0015
H54 -3.7547 0.2338 3.4356  0.0093
H55 -5.3796 -0.1570 3.9610  0.0009
O3 -1.2516 -6.9174 1.0723  0.0000
C23 -1.6559 -7.4150 -0.0042  0.0000
N5 -2.1093 -8.6306 -0.1379  0.0000
C24 -1.5769 -6.6562 -1.3555  0.0000
H56 -1.9477 -9.1608 0.7064  0.0000
H57 -2.8576 -8.9485 -0.7373  0.0000
H58 -2.5731 -6.3462 -1.6710  0.0000
H59 -1.1536 -7.3921 -2.0391  0.0000
H60 -0.7954 -5.9024 -1.2600  0.0000
O4 3.8093 0.7763 3.0151  0.0000
C25 3.2731 1.3473 3.9482  0.0000
N6 2.9351 0.6206 4.9427  0.0000
C26 3.0367 2.7962 4.1138  0.0000
H61 3.0943 -0.3748 4.8799  0.0000
H62 2.9583 1.0718 5.8461  0.0000
H63 2.2901 2.9165 4.8989  0.0000
H64 2.5230 3.3207 3.3081  0.0000
H65 3.8647 3.3164 4.5953  0.0000
O5 7.2793 0.8815 -1.6545  0.0000
C27 6.5567 0.2657 -0.9734  0.0000
N7 6.3973 -1.0102 -1.2630  0.0000
C28 5.8120 0.9340 0.1341  0.0000
H66 7.1127 -1.3760 -1.8750  0.0000
H67 5.5118 -1.4452 -1.0465  0.0000
H68 6.4031 1.6900 0.6509  0.0000
H69 5.5105 0.2777 0.9505  0.0000
H70 5.0134 1.5924 -0.2078  0.0000
O6 -2.0559 1.5923 5.5492  0.0007
C29 -1.2760 2.4705 5.8824  0.0004
N8 -0.0013 2.2020 5.8329  0.0000
C30 -1.7473 3.8569 6.2077  -0.0001
H71 0.6020 2.6710 6.4935  0.0000
H72 0.1602 1.2541 5.5240  0.0000
H73 -2.3609 3.8375 7.1083  0.0000
H74 -2.4154 4.2033 5.4191  0.0002
H75 -1.0169 4.6454 6.3888  0.0000
O7 2.9589 -3.5984 2.9401  0.0000
C31 3.7846 -3.0447 3.6427  0.0000
N9 3.4316 -2.6786 4.8002  0.0000
C32 5.1876 -2.6731 3.0626  0.0000
H76 2.4393 -2.8116 4.9331  0.0000
H77 3.9329 -2.1390 5.4914  0.0000
H78 5.9708 -2.6327 3.8196  0.0000
H79 5.0993 -1.7030 2.5735  0.0000
H80 5.2391 -3.4068 2.2582  0.0000
O8 0.5620 -3.4103 5.1827  0.0000
C33 0.2719 -4.5778 5.3750  0.0000
N10 1.2113 -5.5363 5.2040  0.0000
C34 -1.0478 -4.8445 6.1103  0.0000
H81 0.8448 -6.4359 4.9272  0.0000
H82 1.9446 -5.1424 4.6320  0.0000
H83 -0.8841 -4.7915 7.1866  0.0000
H84 -1.4661 -5.8444 5.9949  0.0000
H85 -1.8288 -4.1418 5.8197  0.0000
C35 1.4343 -1.4616 -8.0280  0.0000
C36 1.7605 -0.9219 -9.2811  0.0000
C37 2.7952 -0.0066 -9.3183  0.0000
C38 3.4625 0.5155 -8.1678  0.0000
C39 3.0762 0.0155 -6.9184  0.0000
C40 2.0396 -1.0237 -6.7970  0.0000
C41 3.6730 0.5818 -5.6484  0.0000
O9 3.3434 0.2253 -4.5087  0.0000
C42 4.8989 1.3241 -5.8315  0.0000
C43 5.7535 1.5639 -4.7442  0.0000
C44 6.8484 2.3863 -4.7737  0.0000
C45 7.2897 2.7987 -6.0089  0.0000
C46 6.6217 2.4346 -7.1821  0.0000
C47 5.3731 1.8036 -7.0887  0.0000
C48 4.4978 1.5504 -8.3672  0.0000
O10 4.6740 1.9678 -9.4763  0.0000
H86 0.7434 -2.2708 -7.8427  0.0000
H87 1.3286 -1.3803 -10.1584  0.0000
H88 3.0315 0.4058 -10.2881  0.0000
H89 1.8277 -1.5428 -5.8739  0.0000
H90 5.4399 1.0736 -3.8344  0.0000
H91 7.5240 2.5196 -3.9417  0.0000
H92 8.1966 3.3840 -5.9732  0.0000
H93 6.9811 2.7648 -8.1455  0.0000
C49 -1.8252 4.0304 -3.9779  0.0002
C50 -2.0486 3.6428 -2.6424  -0.0030
C51 -0.9581 3.4803 -1.7694  -0.0012
C52 0.3579 3.7346 -2.1742  0.0004
C53 0.5277 4.2769 -3.4728  0.0001
C54 -0.5174 4.3611 -4.3673  0.0000
C55 1.9443 4.4314 -4.0688  0.0001
O11 2.1378 4.8023 -5.2190  0.0000
C56 3.1441 4.1590 -3.2121  -0.0001
C57 4.4112 4.6126 -3.5671  0.0000
C58 5.5042 4.6372 -2.6565  0.0000
C59 5.3053 4.3014 -1.3088  0.0000
C60 3.9787 3.8919 -0.9022  0.0001
C61 2.8716 3.8002 -1.8330  -0.0001
C62 1.5071 3.3969 -1.2902  0.0001
O12 1.4829 2.8600 -0.1373  0.0002
H94 -2.7010 4.2032 -4.5858  0.0000
H95 -3.0780 3.4185 -2.4046  0.0040
H96 -1.1060 3.0473 -0.7911  0.0014
H97 -0.4477 4.7017 -5.3899  0.0000
H98 4.6869 5.0147 -4.5308  0.0000
H99 6.4351 5.0449 -3.0220  0.0000
H100 6.1152 4.2680 -0.5952  0.0000
H101 3.9003 3.5845 0.1302  0.0000

- E_LUMO (alpha / beta): -4.574 / -8.835 eV
- Spin multiplicity: 2
- Total charge: +2
- Expectation value of S²: 0.75
- HOMO energy (alpha / beta): -12.0 / -12.0 eV

2.
The following is a quantum chemistry calculation of a 13-piece molecular cluster, C62H105BF6N18O12P overall, from OMol25.

Last column: Mulliken charge in e.
Element x y z (Å)
O1 1.6678 -2.1831 2.6630  -0.5025
C1 1.7187 -1.2444 1.8211  0.1535
O2 0.6956 -0.7819 1.0783  -0.1088
B1 1.1652 0.4262 0.3862  0.0195
O3 2.6424 0.5181 0.6343  -0.2295
C2 2.9778 -0.4339 1.4801  0.4855
O4 4.1116 -0.6131 1.9611  -0.2361
O5 0.3642 1.5264 0.8664  -0.0295
C3 -0.2603 2.1202 -0.1310  -0.1295
O6 -1.1074 3.0104 -0.1125  -0.2284
C4 0.3109 1.4824 -1.4867  0.7964
O7 1.0536 0.3964 -1.0802  -0.0417
O8 0.0222 1.8842 -2.5979  -0.5539
C5 -4.3131 1.6905 -1.1513  -0.8851
C6 -5.8595 1.3461 -1.0655  -0.7387
N1 -6.2956 0.3699 -2.0520  0.4490
C7 -7.6208 -0.0872 -2.1659  -0.4672
C8 -7.6261 -0.9102 -3.2773  -0.6030
N2 -6.2932 -1.0525 -3.7818  0.2769
C9 -5.4367 -0.2973 -2.9918  -0.2873
C10 -5.9232 -1.9056 -4.8410  -0.6041
H1 -4.0376 2.5100 -0.4875  0.2520
H2 -4.0806 1.9623 -2.1810  0.6128
H3 -3.6072 0.8653 -1.0564  -0.0487
H4 -6.4497 2.2529 -1.1969  0.3889
H5 -6.1426 0.9035 -0.1105  0.5117
H6 -8.4501 0.1985 -1.5358  0.5421
H7 -8.4232 -1.4711 -3.7425  0.5098
H8 -4.3804 -0.1179 -3.1270  0.2109
H9 -4.9260 -2.2878 -4.6227  0.1296
H10 -5.9019 -1.4384 -5.8256  0.3040
H11 -6.6567 -2.7089 -4.7728  0.3851
C11 3.0218 2.1617 -5.4788  -1.2525
C12 2.1374 0.8155 -5.4380  0.2189
N3 3.0183 -0.3685 -5.3569  0.5181
C13 2.7063 -1.4362 -4.5031  -0.6711
C14 3.6515 -2.3435 -4.6485  -0.5924
N4 4.5088 -1.9523 -5.6646  0.1346
C15 4.0254 -0.7631 -6.1721  -0.3105
C16 5.6179 -2.7019 -6.0611  -0.8222
H12 4.0256 2.3907 -5.8366  0.4444
H13 3.0321 2.4675 -4.4326  0.1743
H14 2.5387 2.9896 -5.9979  0.3689
H15 1.5808 0.7533 -6.3732  0.3682
H16 1.4137 0.8897 -4.6264  -0.2924
H17 1.8541 -1.4123 -3.8402  0.5912
H18 3.8160 -3.2712 -4.1205  0.6202
H19 4.5569 -0.1697 -6.9013  0.4478
H20 5.5637 -2.8044 -7.1449  0.3662
H21 5.5856 -3.6609 -5.5442  0.2615
H22 6.4699 -2.0606 -5.8354  0.3700
C17 -0.3727 5.9794 1.4706  -0.3765
C18 -1.4853 6.5787 2.3299  -0.7265
N5 -1.7572 5.8547 3.5469  0.3355
C19 -0.8225 5.6323 4.5096  -0.5895
C20 -1.4184 4.9014 5.5414  -0.4288
N6 -2.7853 4.7500 5.1728  0.1341
C21 -2.9733 5.3894 3.9570  -0.1737
C22 -3.6729 3.9651 6.0107  -0.7436
H23 0.1579 6.6588 0.8036  0.4649
H24 -0.7729 5.1402 0.9016  -0.3003
H25 0.3968 5.5116 2.0846  0.3022
H26 -2.4207 6.5668 1.7705  0.3672
H27 -1.3875 7.6066 2.6790  0.3802
H28 0.2042 5.9579 4.4307  0.5509
H29 -0.9793 4.4722 6.4298  0.4883
H30 -3.9155 5.3436 3.4312  0.4182
H31 -3.4323 2.9585 5.6689  0.3716
H32 -4.6799 4.2915 5.7509  0.3079
H33 -3.4562 4.0098 7.0780  0.2953
C23 -6.0088 5.8706 -2.0594  -0.9073
C24 -4.9018 6.9411 -1.8807  -0.5772
N7 -3.5870 6.4379 -2.2766  0.2654
C25 -2.7456 5.6516 -1.4393  -0.5138
C26 -1.5896 5.2732 -2.1349  -0.7435
N8 -1.7102 5.9169 -3.3501  0.1831
C27 -2.9553 6.5636 -3.5075  -0.2246
C28 -0.7197 5.9447 -4.3920  -0.8417
H34 -7.0592 6.1261 -1.9195  0.4337
H35 -5.8924 5.1902 -1.2158  0.1777
H36 -5.9795 5.4458 -3.0628  0.3222
H37 -4.9087 7.0587 -0.7971  0.2267
H38 -5.1960 7.8305 -2.4379  0.3931
H39 -3.0830 5.3246 -0.4669  0.6142
H40 -0.6993 4.7350 -1.8449  0.7220
H41 -3.2393 7.2526 -4.2892  0.4213
H42 -0.2222 4.9792 -4.4832  0.2754
H43 0.0545 6.6052 -4.0015  0.3784
H44 -1.0790 6.2235 -5.3826  0.3343
C29 -0.7035 -4.5579 2.8377  -1.1447
C30 -2.0930 -5.2211 2.6728  -0.2955
N9 -2.3193 -5.8355 1.4066  0.3083
C31 -3.5531 -6.3002 0.8745  -0.7399
C32 -3.3781 -6.7980 -0.3529  -0.3971
N10 -2.0449 -6.6206 -0.7659  0.2526
C33 -1.4184 -5.9830 0.3080  -0.4872
C34 -1.4894 -7.0017 -2.0531  -0.7242
H45 -0.6120 -4.1497 3.8442  0.5501
H46 -0.5982 -3.7391 2.1260  0.1497
H47 0.1555 -5.2114 2.6857  0.2574
H48 -2.7193 -4.3374 2.7951  0.2822
H49 -2.3988 -5.9069 3.4629  0.4468
H50 -4.4976 -6.0803 1.3499  0.5161
H51 -4.0739 -7.3020 -1.0073  0.5396
H52 -0.3853 -5.6682 0.3161  0.4480
H53 -0.4909 -7.4390 -2.0485  0.3291
H54 -1.2780 -6.0842 -2.6022  0.2958
H55 -2.1577 -7.7012 -2.5553  0.3207
C35 -6.7130 -3.9258 0.4840  -1.5099
C36 -5.9307 -3.9613 -0.8588  -0.4419
N11 -4.6833 -3.2573 -0.7940  1.4309
C37 -4.1617 -2.4310 0.1797  -1.0735
C38 -2.8760 -2.0653 -0.0504  -0.7877
N12 -2.5244 -2.5829 -1.2816  1.3256
C39 -3.6525 -3.2651 -1.7648  -1.1301
C40 -1.3256 -2.1851 -2.0395  -1.1583
H56 -7.6654 -4.4189 0.2888  0.4349
H57 -7.0230 -2.8898 0.6206  0.4231
H58 -6.2895 -4.1390 1.4654  0.3198
H59 -6.4637 -3.6415 -1.7542  0.3402
H60 -5.7374 -4.9978 -1.1354  0.3484
H61 -4.6698 -2.0972 1.0723  0.6649
H62 -2.1186 -1.6943 0.6243  0.5102
H63 -3.7143 -3.7923 -2.7054  0.3908
H64 -1.5587 -2.3867 -3.0850  0.2447
H65 -0.4461 -2.7486 -1.7279  0.5151
H66 -1.1752 -1.1057 -2.0578  -0.1692
C41 8.2917 -2.1763 3.0118  -1.1559
C42 7.6886 -3.5885 3.4413  -0.2982
N13 6.3922 -4.0093 2.8293  0.2331
C43 5.8900 -3.5079 1.6573  -0.3970
C44 4.6475 -4.0695 1.4332  -0.7898
N14 4.2827 -4.8349 2.5741  0.2976
C45 5.4293 -4.8838 3.3475  -0.4150
C46 3.0089 -5.5433 2.8214  -0.7642
H67 7.6925 -1.3002 3.2596  0.1826
H68 8.5991 -2.0593 1.9726  0.3857
H69 9.2193 -1.9112 3.5192  0.4280
H70 7.5030 -3.8278 4.4883  0.3980
H71 8.3820 -4.3319 3.0478  0.3421
H72 6.5191 -2.8559 1.0695  0.6037
H73 4.0332 -4.0315 0.5457  0.4706
H74 5.5452 -5.3966 4.2909  0.4377
H75 3.0763 -6.1223 3.7425  0.3280
H76 2.7556 -6.2815 2.0604  0.3555
H77 2.2533 -4.7635 2.9170  0.1903
C47 6.9226 0.3307 -1.2444  -1.3108
C48 5.4611 0.8487 -0.9474  -0.0645
N15 5.4342 2.0138 -0.0625  0.4972
C49 5.0045 3.2241 -0.5414  -0.3326
C50 5.0528 4.1023 0.5500  -0.7148
N16 5.4897 3.3560 1.6504  0.2041
C51 5.7828 2.1449 1.2479  -0.7313
C52 5.6247 3.8296 2.9906  -0.8348
H78 7.4505 0.0113 -0.3458  0.3505
H79 7.3320 1.1163 -1.8794  0.3996
H80 6.6359 -0.5286 -1.8507  0.4028
H81 4.7666 0.0816 -0.6048  -0.2287
H82 4.9522 0.9225 -1.9085  0.3566
H83 4.7304 3.3102 -1.5825  0.5662
H84 4.7006 5.1195 0.6373  0.4739
H85 6.1087 1.2941 1.8278  0.8997
H86 4.8153 3.3272 3.5203  0.2593
H87 5.6085 4.9191 2.9633  0.3464
H88 6.5974 3.4615 3.3170  0.3843
C53 1.1990 2.4766 3.6923  0.6024
C54 1.9980 2.4523 5.0062  -0.9192
N17 2.1133 0.9487 5.2648  0.1580
C55 1.0834 0.2145 5.8820  -0.6072
C56 1.6486 -1.0984 5.7659  -0.2676
N18 2.9097 -1.0699 5.2701  0.2458
C57 3.2214 0.2170 4.9117  -0.2774
C58 3.8543 -2.2129 5.0430  -0.6429
H89 1.9544 2.4108 2.9092  -0.0623
H90 0.6453 3.4071 3.5664  -0.3570
H91 0.4970 1.6460 3.6186  0.1560
H92 1.5125 2.9654 5.8363  0.2423
H93 2.9930 2.8802 5.1284  0.2851
H94 0.1686 0.6245 6.2838  0.5411
H95 1.2504 -2.0330 6.1324  0.4916
H96 4.1256 0.6326 4.4920  0.4556
H97 4.9061 -1.9593 5.1757  0.3233
H98 3.6786 -2.5733 4.0294  0.0905
H99 3.4229 -3.0544 5.5851  0.3666
C59 -2.8487 1.7045 2.7457  1.4436
C60 -4.2223 1.0121 2.7994  0.0944
O9 -5.0392 1.4553 3.6124  -0.7397
O10 -4.4192 0.0549 2.0228  -0.4960
H100 -2.8165 2.3618 1.8768  -0.4238
H101 -1.9443 1.0985 2.6926  -0.1801
H102 -2.6718 2.4208 3.5480  -0.6585
C61 2.5233 -3.1164 -1.5853  1.3632
C62 1.8320 -4.4136 -1.2010  0.0375
O11 1.1676 -4.9597 -2.0870  -0.7392
O12 1.8109 -4.7002 0.0376  -0.3757
H103 1.7956 -2.6102 -2.2195  -0.5493
H104 3.5053 -3.2173 -2.0475  0.4144
H105 2.6908 -2.4801 -0.7163  -0.7778
P1 -2.0481 -0.1988 -5.1326  1.5655
F1 -2.0316 -0.9313 -6.5497  -0.3819
F2 -0.6901 -1.0777 -4.7752  -0.3667
F3 -1.0094 1.0604 -5.6520  -0.3454
F4 -2.2050 0.2892 -3.4945  -0.6208
F5 -3.4311 0.5114 -5.4719  -0.3581
F6 -2.9919 -1.3971 -4.6830  -0.3662

- E_LUMO: -9.234 eV
- Total charge: +5
- HOMO energy: -15.4 eV

These records have E values of -105387.02076, -143621.18321 eV, in the order they appear.
These records have max |F| values of 0.121, 0.122 hartree/bohr, in the order they appear.